[1]
Molecular formula: C7H14O2
Method: DFT, the ωB97M-V functional and the def2-TZVPD basis

As for the largest force on an atom: 5.53 eV/A. The SMILES is C1CCCC1.CC(=O)O. The calculation puts the HOMO energy at -0.3822 hartree. As for the LUMO energy: 0.68 eV. Its total energy is -425.5535 hartree. As for the HOMO-LUMO gap: 11.082 eV. The energy above the lowest of the compared OMol25 structures with the same formula, charge and spin comes out at 135.8 kJ/mol.

Element x y z (Å)
C (-0.94, -1.52, -0.76)
C (0.05, -0.40, -0.24)
C (-0.68, 0.97, -0.31)
C (-2.06, 0.62, -0.94)
C (-2.31, -0.82, -0.60)
C (1.80, 0.75, 1.34)
C (2.83, -0.40, 0.97)
H (-0.78, -1.75, -1.80)
H (-0.92, -2.39, -0.16)
H (0.98, -0.36, -0.84)
H (0.31, -0.70, 0.80)
H (-0.14, 1.75, -0.96)
H (-0.74, 1.45, 0.65)
H (-2.01, 0.67, -2.02)
H (-2.87, 1.30, -0.62)
H (-3.08, -1.23, -1.21)
H (-2.66, -0.81, 0.43)
H (1.12, 2.55, 1.08)
H (2.58, -1.23, 1.46)
H (2.95, -0.69, -0.16)
H (3.89, -0.16, 1.14)
O (0.95, 0.53, 2.19)
O (1.71, 1.85, 0.55)

***

[2]
Molecular formula: C49H51BiFN5O2S
Method: DFT, the ωB97M-V functional and the def2-TZVPD basis

As for the largest force on an atom: 1.06 eV/A. The calculation puts the HOMO energy at -0.2184 hartree. As for the LUMO energy: -0.89 eV. Its total energy is -3034.6367 hartree. As for the HOMO-LUMO gap: 5.054 eV. The energy above the lowest of the compared OMol25 structures with the same formula, charge and spin comes out at 73.2 kJ/mol.

Element x y z (Å)
Bi (-0.52, -0.48, 0.14)
C (2.08, 0.80, 2.30)
O (1.27, -0.36, 2.16)
C (1.81, -1.59, 2.36)
C (3.07, -1.81, 2.90)
C (3.53, -3.10, 3.14)
C (2.71, -4.18, 2.84)
C (1.45, -3.97, 2.29)
C (0.99, -2.68, 2.02)
N (-0.29, -2.41, 1.45)
N (-1.05, -3.44, 1.39)
C (-2.31, -3.47, 1.00)
C (-3.15, -2.31, 0.74)
O (-2.74, -1.14, 0.73)
C (-4.57, -2.53, 0.55)
C (-5.09, -3.76, 0.44)
C (-4.27, -4.94, 0.56)
C (-4.82, -6.22, 0.35)
C (-4.04, -7.35, 0.47)
C (-2.70, -7.23, 0.82)
C (-2.14, -5.98, 1.02)
C (-2.91, -4.81, 0.88)
H (2.94, 0.77, 1.63)
H (2.41, 0.92, 3.34)
H (1.44, 1.64, 2.03)
H (3.70, -0.97, 3.15)
H (4.51, -3.25, 3.57)
H (3.04, -5.19, 3.04)
H (0.80, -4.80, 2.08)
H (-5.18, -1.63, 0.46)
H (-6.15, -3.89, 0.27)
H (-5.86, -6.29, 0.08)
H (-4.47, -8.33, 0.28)
H (-2.09, -8.12, 0.95)
H (-1.10, -5.88, 1.31)
C (-4.89, 3.79, 0.32)
C (-4.33, 2.37, 0.20)
C (-5.17, 1.55, -0.79)
C (-4.24, 1.68, 1.54)
C (-5.40, 1.37, 2.23)
C (-5.37, 0.70, 3.45)
C (-4.15, 0.33, 3.98)
C (-2.96, 0.61, 3.31)
C (-1.63, 0.23, 3.94)
C (-1.23, 1.25, 5.01)
C (-1.64, -1.19, 4.53)
C (-2.99, 1.31, 2.09)
N (-1.80, 1.56, 1.39)
C (-1.34, 2.83, 1.28)
C (-1.73, 3.91, 2.12)
C (-1.15, 5.16, 2.03)
C (-0.15, 5.43, 1.09)
C (0.23, 4.40, 0.23)
C (-0.36, 3.16, 0.34)
F (0.03, 2.18, -0.55)
H (-4.92, 4.28, -0.65)
H (-4.28, 4.39, 0.99)
H (-5.91, 3.76, 0.72)
H (-3.32, 2.44, -0.21)
H (-6.22, 1.52, -0.49)
H (-4.80, 0.52, -0.86)
H (-5.12, 1.99, -1.79)
H (-6.36, 1.65, 1.81)
H (-6.29, 0.48, 3.98)
H (-4.12, -0.19, 4.93)
H (-0.88, 0.27, 3.15)
H (-2.00, 1.31, 5.77)
H (-1.09, 2.24, 4.58)
H (-0.29, 0.95, 5.49)
H (-2.24, -1.24, 5.44)
H (-0.62, -1.49, 4.78)
H (-2.04, -1.91, 3.81)
H (-2.50, 3.71, 2.86)
H (-1.46, 5.95, 2.70)
H (0.31, 6.40, 1.01)
H (0.97, 4.57, -0.54)
S (2.06, -0.46, -0.99)
C (2.08, -0.18, -2.72)
C (3.33, -0.03, -3.35)
C (3.38, 0.09, -4.73)
C (2.20, 0.08, -5.46)
C (1.01, -0.02, -4.75)
N (0.95, -0.14, -3.42)
H (4.23, -0.01, -2.75)
H (4.33, 0.18, -5.23)
H (2.19, 0.16, -6.54)
H (0.05, 0.01, -5.26)
C (1.78, -3.23, -2.88)
N (0.71, -4.26, -2.79)
C (0.24, -4.62, -4.15)
C (-0.40, -3.87, -1.80)
C (-1.40, -2.85, -2.25)
C (-2.37, -3.26, -3.19)
C (-3.32, -2.38, -3.68)
C (-3.32, -1.07, -3.22)
C (-2.42, -0.68, -2.25)
C (-1.45, -1.55, -1.72)
H (2.61, -3.62, -3.46)
H (2.12, -2.95, -1.88)
H (1.37, -2.34, -3.35)
H (1.12, -5.09, -2.37)
H (-0.25, -3.76, -4.59)
H (-0.44, -5.46, -4.11)
H (1.11, -4.89, -4.76)
H (0.14, -3.52, -0.93)
H (-0.90, -4.81, -1.55)
H (-2.39, -4.29, -3.52)
H (-4.05, -2.72, -4.40)
H (-4.05, -0.36, -3.59)
H (-2.47, 0.34, -1.87)

***

[3]
Molecular formula: C12H11EuF2N
Method: DFT, the ωB97M-V functional and the def2-TZVPD basis

Its spin multiplicity is 8. As for the largest force on an atom: 3.35 eV/A. The calculation puts the HOMO energy (alpha / beta) at -0.2026 / -0.2048 hartree. As for the LUMO energy (alpha / beta): -0.50 / -0.48 eV. Its total energy is -1428.4451 hartree. As for the HOMO-LUMO gap (alpha / beta): 5.016 / 5.094 eV. The energy above the lowest of the compared OMol25 structures with the same formula, charge and spin comes out at 81.9 kJ/mol.

Element x y z (Å)
Eu (-1.11, 0.08, -1.15)
C (-3.22, 0.76, -3.86)
H (-3.20, 0.70, -2.65)
H (-3.04, 1.84, -4.10)
H (-4.18, 0.35, -4.38)
H (-2.32, 0.22, -4.37)
H (-1.25, 0.90, -3.95)
F (0.90, -4.98, -0.05)
C (0.91, -3.67, 0.31)
C (0.22, -2.75, -0.51)
C (0.35, -1.46, -0.12)
C (0.96, -0.89, 0.99)
C (1.59, -1.92, 1.75)
F (2.17, -1.60, 2.97)
C (1.61, -3.27, 1.45)
C (0.85, 0.54, 1.28)
C (1.49, 1.20, 2.35)
C (1.37, 2.58, 2.53)
C (0.58, 3.32, 1.66)
C (-0.11, 2.63, 0.64)
N (0.06, 1.29, 0.48)
H (-0.37, -3.05, -1.39)
H (2.10, -4.03, 2.06)
H (2.06, 0.60, 3.02)
H (1.89, 3.08, 3.35)
H (0.46, 4.39, 1.74)
H (-0.79, 3.15, -0.06)

***

[4]
Molecular formula: CBrIOS
Method: DFT, the ωB97M-V functional and the def2-TZVPD basis

As for the largest force on an atom: 3.50 eV/A. The calculation puts the HOMO energy at -0.3150 hartree. As for the LUMO energy: -1.52 eV. Its total energy is -3383.0673 hartree. As for the HOMO-LUMO gap: 7.052 eV. The energy above the lowest of the compared OMol25 structures with the same formula, charge and spin comes out at 455.2 kJ/mol.

Element x y z (Å)
C (0.72, -0.43, 0.75)
O (-2.36, -0.02, -0.19)
S (-0.98, -0.11, -0.61)
Br (2.14, -1.18, -0.07)
I (0.49, 1.75, 0.12)

***

[5]
Molecular formula: C3H11NP
Method: DFT, the ωB97M-V functional and the def2-TZVPD basis

As for the total charge: +1. As for the largest force on an atom: 5.69 eV/A. The SMILES is C[NH+](C)CP. The calculation puts the HOMO energy at -0.5263 hartree. As for the LUMO energy: -3.35 eV. Its total energy is -516.6788 hartree. As for the HOMO-LUMO gap: 10.972 eV. The energy above the lowest of the compared OMol25 structures with the same formula, charge and spin comes out at 356.9 kJ/mol.

Element x y z (Å)
C (0.09, 0.53, -1.65)
C (-1.55, 0.32, -0.15)
C (0.84, -0.51, 0.46)
N (-0.07, 0.49, -0.16)
P (0.63, -0.62, 2.35)
H (-0.06, -0.42, -2.07)
H (-0.59, 1.05, -2.25)
H (1.15, 1.00, -1.84)
H (-1.97, -0.44, -0.86)
H (-1.80, -0.01, 0.90)
H (-2.08, 1.22, -0.23)
H (1.77, -0.25, 0.11)
H (0.73, -1.36, -0.10)
H (0.08, 1.38, 0.41)
H (0.84, -2.03, 2.37)
H (1.98, -0.34, 2.72)

***

[6]
Molecular formula: C21H27FN6O2
Method: DFT, the ωB97M-V functional and the def2-TZVPD basis

As for the largest force on an atom: 1.20 eV/A. The SMILES is O=C(CN(C(=O)Cn1nnc(-c2ccc(F)cc2)n1)C1CCCC1)NC1CCCC1. The calculation puts the HOMO energy at -0.3345 hartree. As for the LUMO energy: 0.46 eV. Its total energy is -1395.3309 hartree. As for the HOMO-LUMO gap: 9.562 eV. The energy above the lowest of the compared OMol25 structures with the same formula, charge and spin comes out at 4.1 kJ/mol.

Element x y z (Å)
O (-2.16, -3.38, 2.07)
C (-2.54, -2.25, 1.83)
N (-3.77, -1.94, 1.39)
H (-3.94, -0.98, 1.10)
C (-4.77, -2.92, 1.06)
C (-5.04, -2.95, -0.46)
H (-4.47, -2.15, -0.93)
H (-4.72, -3.89, -0.91)
C (-6.54, -2.71, -0.63)
H (-7.08, -3.65, -0.61)
H (-6.77, -2.20, -1.56)
C (-6.91, -1.88, 0.60)
H (-7.98, -1.86, 0.79)
C (-6.12, -2.56, 1.71)
H (-5.98, -1.93, 2.58)
H (-6.63, -3.47, 2.02)
H (-6.57, -0.85, 0.47)
H (-4.39, -3.88, 1.43)
C (-1.62, -1.03, 2.02)
N (-0.98, -0.62, 0.78)
C (-1.73, 0.12, -0.06)
O (-2.90, 0.39, 0.17)
C (-1.11, 0.62, -1.38)
N (0.01, 1.48, -1.19)
N (-0.06, 2.66, -0.62)
N (1.13, 3.15, -0.62)
C (1.93, 2.24, -1.21)
N (1.23, 1.17, -1.58)
C (3.36, 2.41, -1.39)
C (3.97, 3.59, -0.99)
C (5.33, 3.75, -1.16)
C (6.06, 2.73, -1.73)
C (5.47, 1.54, -2.13)
C (4.11, 1.38, -1.96)
H (3.62, 0.47, -2.27)
H (6.08, 0.76, -2.57)
F (7.39, 2.88, -1.89)
H (5.83, 4.66, -0.85)
H (3.37, 4.37, -0.55)
H (-0.79, -0.22, -2.00)
H (-1.91, 1.17, -1.88)
C (0.42, -0.97, 0.59)
H (0.68, -0.77, -0.45)
C (1.34, -0.14, 1.52)
H (0.79, 0.18, 2.40)
C (2.46, -1.11, 1.91)
H (2.97, -0.80, 2.81)
C (1.73, -2.44, 2.07)
H (2.40, -3.29, 2.03)
H (1.20, -2.46, 3.02)
C (0.73, -2.45, 0.91)
H (-0.17, -3.02, 1.15)
H (1.18, -2.91, 0.03)
H (3.19, -1.18, 1.10)
H (1.73, 0.75, 1.03)
H (-2.21, -0.19, 2.41)
H (-0.85, -1.30, 2.74)

***

[7]
Molecular formula: C4H6BrN2
Method: DFT, the ωB97M-V functional and the def2-TZVPD basis

As for the total charge: +1. As for the largest force on an atom: 4.04 eV/A. The SMILES is BrN1C=CC[NH+]=C1. The calculation puts the HOMO energy at -0.5151 hartree. As for the LUMO energy: -4.88 eV. Its total energy is -2839.2119 hartree. As for the HOMO-LUMO gap: 9.139 eV. The energy above the lowest of the compared OMol25 structures with the same formula, charge and spin comes out at 194.5 kJ/mol.

Element x y z (Å)
C (0.72, -1.20, -0.07)
C (-0.62, -1.29, -0.05)
C (-0.79, 1.10, -0.09)
C (1.43, 0.07, 0.28)
N (-1.50, 0.03, 0.10)
N (0.52, 1.18, 0.01)
Br (-3.40, -0.01, -0.01)
H (1.42, -2.09, -0.26)
H (-1.33, -2.03, -0.23)
H (-1.46, 1.90, -0.28)
H (1.86, 0.23, 1.26)
H (2.26, 0.10, -0.29)
H (0.88, 2.04, -0.38)